[1]
Below is 2 unconnected molecules or ions with the total composition C4H12N2O2 at a distorted geometry, with properties calculated with ωB97M-V with the def2-TZVPD basis set.

* LUMO level: 0.668 eV
* relative energy (zero: lowest compared OMol25 entry of this formula, charge and spin): 286.0 kJ/mol
* E: -419.539563 Ha
* SMILES: CN[C@H](C)C(N)=O.O
* orbital gap: 9.4 eV

```
! wB97M-V def2-TZVPD RIJCOSX def2/J DEFGRID3
* xyz 0 1
C 0.34644 -1.29524 1.47728
N 0.51692 0.18059 1.19638
C -0.72411 0.34113 -1.00505
C 0.54779 0.74504 -0.19025
C 1.66960 0.04471 -1.02164
N 2.22079 0.96693 -1.97150
O 2.07482 -1.09261 -0.98848
H 1.33319 -1.64083 1.56365
H -0.37123 -1.41838 2.37379
H -0.08495 -1.73898 0.54331
H -0.19068 0.83486 1.64188
H -1.13114 -0.60179 -0.78508
H -0.38651 0.34921 -2.00834
H -1.63078 0.97818 -1.06591
H 1.05304 1.85692 -0.11660
H 3.01224 0.82055 -2.62486
H 2.15471 1.89331 -1.74272
H -3.43975 -1.16657 1.94341
H -3.26820 0.15857 1.00421
O -3.70219 -0.21560 1.77653
*
```

=====

[2]
Below is C4H6FN3 in the gas phase at a distorted geometry, with properties calculated with ωB97M-V with the def2-TZVPD basis set.

* LUMO level: 0.526 eV
* relative energy (zero: lowest compared OMol25 entry of this formula, charge and spin): 255.2 kJ/mol
* E: -420.046426 Ha
* SMILES: [H]/N=C1/[C@H](F)C=NN1C
* orbital gap: 9.2 eV

```
! wB97M-V def2-TZVPD RIJCOSX def2/J DEFGRID3
* xyz 0 1
C -2.07233 -0.09654 -0.11129
C 1.28326 -1.43273 0.07535
C 1.72206 -0.12188 0.37332
C 0.43493 0.75354 0.07907
H -2.47409 -1.07864 0.00455
H -2.60503 0.67589 0.44599
H -2.48117 0.23004 -1.06900
H 1.87962 -2.25053 -0.19017
H 1.90993 0.19984 1.48290
H -0.20427 2.63785 -0.43756
N -0.53307 -0.18553 -0.07284
N -0.02198 -1.53815 -0.11813
N 0.50278 2.01483 0.02965
F 2.65937 0.19201 -0.49185
*
```

=====

[3]
Below is 2 unconnected molecules or ions with the total composition C3H4I2O at a distorted geometry, with properties calculated with ωB97M-V with the def2-TZVPD basis set.

* LUMO level (alpha / beta): -2.720 / -2.718 eV
* relative energy (zero: lowest compared OMol25 entry of this formula, charge and spin): 207.7 kJ/mol
* E: -787.243845 Ha
* orbital gap (alpha / beta): 4.5 / 4.5 eV

```
! wB97M-V def2-TZVPD RIJCOSX def2/J DEFGRID3
* xyz 0 1
C -0.50791 0.61622 -0.45133
C 0.39788 -0.36101 -0.69610
C 1.27811 -0.83889 0.28593
O 1.18482 -0.42589 1.53512
I 3.60327 1.85439 -0.03716
I 2.60770 -2.39813 -0.16651
H -1.15617 0.97378 -1.22947
H -0.58637 1.06830 0.52147
H 0.48276 -0.79431 -1.68170
H 1.95675 -0.64152 2.08055
*
```

=====

[4]
Below is 9 unconnected molecules or ions with the total composition C22H34F10N2O22PS2 at a distorted geometry, with properties calculated with ωB97M-V with the def2-TZVPD basis set.

* LUMO level: 1.507 eV
* E: -4760.078678 Ha
* orbital gap: 9.6 eV

```
! wB97M-V def2-TZVPD RIJCOSX def2/J DEFGRID3
* xyz -1 1
P 0.36611 0.40150 -0.53482
F -1.18614 0.26814 -0.99850
F -0.00319 1.82287 0.32049
F 0.08100 -0.54257 0.79778
F 1.96002 0.52673 -0.14992
F 0.67429 -0.93942 -1.48543
F 0.52742 1.29727 -1.97562
C -0.96791 -4.76011 6.24392
C -0.10457 -5.65499 7.15131
O 0.71323 -6.48461 6.73623
N -0.26713 -5.46784 8.40851
C 0.25289 -6.39216 9.40466
H -0.37795 -4.68797 5.33022
H -1.23796 -3.74159 6.52284
H -1.85733 -5.30791 5.93252
H -0.74206 -4.63306 8.72104
H 0.30641 -5.97300 10.40941
H 1.23324 -6.78888 9.14080
H -0.40632 -7.25964 9.43682
C 3.60051 -3.57381 -5.22894
C 5.08722 -3.82127 -5.10696
O 5.84622 -3.17537 -5.76359
N 5.53843 -4.72427 -4.17342
C 6.91092 -5.18497 -4.00517
H 2.96881 -3.68861 -4.34808
H 3.28804 -4.26464 -6.01201
H 3.24672 -2.62245 -5.62620
H 4.89951 -4.88439 -3.40774
H 7.20631 -5.02239 -2.96861
H 7.50048 -4.61359 -4.72212
H 7.00449 -6.21079 -4.36160
C -1.39054 7.21465 0.48959
C -0.88843 8.66405 0.59218
O -1.76993 9.34066 -0.19112
C -2.21912 8.52037 -1.16044
O -2.62983 8.87019 -2.26828
O -1.92786 7.27500 -0.79531
F 0.42673 8.72448 0.23209
H -2.02747 6.86340 1.30140
H -0.51721 6.56247 0.49562
H -0.89861 8.98962 1.63237
C -4.85624 3.60136 -3.98176
C -4.81246 2.21078 -4.64332
O -4.15370 2.59203 -5.92456
C -4.31071 3.90915 -6.22082
O -4.09751 4.43336 -7.31793
O -4.87524 4.49663 -5.14720
F -5.95298 1.60160 -4.81966
H -3.90755 3.70490 -3.45509
H -5.71025 3.77761 -3.32777
H -4.06791 1.57798 -4.16032
C 4.50625 -1.23213 6.10233
C 3.74898 -0.79057 4.85640
O 4.69921 -0.20519 4.04171
C 5.79689 0.10347 4.81870
O 6.67472 0.77792 4.38885
O 5.59207 -0.37721 6.09898
F 2.75532 0.06164 5.02233
H 4.98868 -2.20059 5.97019
H 3.92187 -1.16712 7.02013
H 3.19230 -1.60844 4.39891
C 4.38654 6.03652 -3.83681
C 3.70133 5.36084 -5.08701
O 4.19961 5.97168 -6.12122
C 5.22850 6.70905 -5.78484
O 5.95045 7.36533 -6.53651
O 5.32270 6.83832 -4.49959
F 2.36885 5.49103 -4.99746
H 4.87840 5.32138 -3.17746
H 3.88669 6.71025 -3.14087
H 3.91320 4.29203 -5.11596
C -5.05723 1.63575 2.82102
C -6.19465 1.13354 2.01324
O -6.59391 2.14570 1.11351
S -6.30685 3.61576 1.80346
O -7.55258 3.87464 2.54197
O -5.86077 4.59152 0.76334
O -5.15953 3.04483 2.84556
H -4.10823 1.55994 2.29022
H -5.00912 1.23832 3.83485
H -6.98142 0.84808 2.71154
H -5.93513 0.21191 1.49233
C -1.57022 -6.00431 -1.58482
C -2.11798 -7.26917 -2.29413
O -2.94358 -7.87290 -1.31560
S -3.38687 -6.99855 0.06204
O -3.08923 -7.90320 1.19269
O -4.78339 -6.49375 -0.06948
O -2.18702 -5.84528 -0.31700
H -1.84622 -5.13621 -2.18341
H -0.50692 -5.79907 -1.46083
H -1.27751 -7.91292 -2.55353
H -2.71911 -6.94930 -3.14526
*
```

=====

[5]
Below is C4H8N2O2 in the gas phase at a distorted geometry, with properties calculated with ωB97M-V with the def2-TZVPD basis set.

* LUMO level: 0.964 eV
* relative energy (zero: lowest compared OMol25 entry of this formula, charge and spin): 304.7 kJ/mol
* E: -417.139904 Ha
* SMILES: [H]/N=C\CNOC(C)=O
* orbital gap: 10.4 eV

```
! wB97M-V def2-TZVPD RIJCOSX def2/J DEFGRID3
* xyz 0 1
C 1.55968 -1.08926 -0.04638
C -1.70255 1.53998 0.74259
N 1.71525 0.35017 0.03334
C -0.52359 1.15072 -0.10093
C 0.26785 -1.43161 -0.78801
O 0.61230 0.91793 0.69782
N -0.73810 -2.02600 -0.32217
O -0.42888 1.27653 -1.29516
H 1.71813 0.75731 -0.90898
H -0.70574 -2.21804 0.68110
H 1.53226 -1.47398 0.97753
H 2.42880 -1.47259 -0.57754
H 0.26550 -1.21271 -1.85234
H -1.46317 1.51566 1.80890
H -2.01566 2.54517 0.43847
H -2.52205 0.87073 0.51175
*
```

=====

[6]
Below is 2 unconnected molecules or ions with the total composition C3H10O3 at a distorted geometry, with properties calculated with ωB97M-V with the def2-TZVPD basis set.

* LUMO level: 0.551 eV
* relative energy (zero: lowest compared OMol25 entry of this formula, charge and spin): 59.5 kJ/mol
* E: -345.991788 Ha
* SMILES: OCCCO.O
* orbital gap: 10.6 eV

```
! wB97M-V def2-TZVPD RIJCOSX def2/J DEFGRID3
* xyz 0 1
C 0.30685 0.88980 -1.18826
O 1.13965 0.47186 -2.25278
C 0.78433 0.20082 0.10973
C -0.06927 0.49785 1.33344
O -0.27312 1.89370 1.52092
H 0.36460 1.97227 -1.05153
H -0.73008 0.63018 -1.39741
H 0.62860 0.04923 -2.94785
H 0.80157 -0.86937 -0.08523
H 1.82444 0.50763 0.18888
H -1.04423 0.05506 1.19850
H 0.45931 0.10702 2.20283
H 0.52301 2.30547 1.85825
H -2.01167 -2.84105 -0.49392
H -0.90405 -2.79071 0.58899
O -1.79994 -3.07976 0.41545
*
```

=====

[7]
Below is a molecular structure, C30H44N2O6P2Tb at a distorted geometry, with properties calculated with ωB97M-V with the def2-TZVPD basis set.

* LUMO level (alpha / beta): -3.320 / -3.171 eV
* relative energy (zero: lowest compared OMol25 entry of this formula, charge and spin): 0.0 kJ/mol
* <S²>: 12.734
* E: -3237.279264 Ha
* orbital gap (alpha / beta): 7.9 / 8.1 eV

```
! wB97M-V def2-TZVPD RIJCOSX def2/J DEFGRID3
* xyz 1 7
Tb -0.76662 -0.31112 0.91993
C -1.29556 1.81504 2.34336
C -2.16717 2.08458 1.25542
C -2.79344 0.04145 2.14541
C -1.68431 0.57399 2.94028
C -3.04935 0.98402 1.09929
C -0.20904 2.70219 2.85082
H 0.12301 3.40244 2.07641
H 0.65881 2.12101 3.18945
H -0.56263 3.29128 3.70997
C -0.86669 -0.12144 3.96998
H 0.05413 0.42926 4.20178
H -0.56220 -1.11663 3.60683
H -1.42674 -0.26102 4.89589
C -3.39444 -1.32020 2.17328
H -4.12772 -1.42429 2.97657
H -2.61210 -2.07471 2.32849
H -3.88748 -1.56922 1.22293
C -4.12831 0.85118 0.07915
H -5.10235 1.13030 0.50756
H -4.21632 -0.18183 -0.28164
H -3.93991 1.50457 -0.77973
C -2.22698 3.35407 0.48553
H -2.97240 4.02969 0.92936
H -2.51942 3.17783 -0.55511
H -1.26391 3.87309 0.50039
C 4.59392 1.59433 -3.93480
C 4.22455 2.84920 -3.59665
C 3.69261 3.91109 -4.51024
C 3.07409 3.43104 -5.84487
C 1.92292 2.48374 -5.67409
C 1.94953 1.14338 -5.52872
C 3.15772 0.25605 -5.56279
C 4.51959 0.93130 -5.27746
H 4.49367 4.63322 -4.74658
H 3.85852 3.06092 -6.51585
H 2.92417 4.48427 -3.96614
H 4.80326 1.58362 -6.11207
H 5.04516 0.96006 -3.16710
H 4.41871 3.18853 -2.57657
H 5.26495 0.11981 -5.25760
H 3.01601 -0.55189 -4.82633
H 0.99716 0.60717 -5.48491
H 3.22503 -0.24083 -6.54656
H 2.65923 4.32993 -6.32865
H 0.95054 2.98478 -5.70829
P 1.39081 0.95837 -0.31938
C 2.90671 0.31476 0.47248
C 1.70734 2.69165 -0.79569
P -0.83825 -0.08969 -1.87259
C 1.03427 0.03781 -1.90921
C -1.44621 1.21025 -3.00401
C -1.37760 -1.70076 -2.54869
H 2.70273 -0.68432 0.89548
H 3.18421 0.98548 1.30326
H 3.73788 0.25189 -0.24154
H 2.45764 2.79981 -1.59882
H 2.06388 3.24774 0.08956
H 0.76423 3.15676 -1.12953
H -0.94221 -1.89572 -3.53710
H -2.47788 -1.69835 -2.62777
H -1.08891 -2.50469 -1.85095
H 1.49061 -0.96236 -1.89061
H 1.42962 0.53439 -2.80444
H -2.53333 1.08656 -3.15480
H -0.95537 1.18698 -3.99096
H -1.27746 2.20430 -2.55678
O 0.40906 -4.26184 1.66134
C -0.29799 -3.45271 2.25464
O -0.51775 -2.22914 1.81047
C -0.94971 -3.86554 3.56363
C -1.83998 -3.13620 4.37382
C -2.33525 -3.68294 5.55692
C -1.96836 -4.96522 5.97244
C -1.07696 -5.67707 5.15046
C -0.56714 -5.14676 3.96173
N -0.68167 -7.00310 5.54279
O -1.13159 -7.49292 6.59939
O 0.11340 -7.61882 4.78781
N -3.25508 -2.91629 6.38985
O -3.58508 -1.75305 6.03666
O -3.68451 -3.44734 7.43553
H -2.18420 -2.14123 4.14208
H -2.35156 -5.38946 6.88413
H 0.11944 -5.69647 3.32311
*
```

=====

[8]
Below is a molecular structure, C6H13AgBNO3 at a distorted geometry, with properties calculated with ωB97M-V with the def2-TZVPD basis set.

* LUMO level: -4.008 eV
* E: -688.472135 Ha
* orbital gap: 2.4 eV

```
! wB97M-V def2-TZVPD RIJCOSX def2/J DEFGRID3
* xyz 0 1
N -1.04715 -2.78445 0.95662
C -0.59618 -1.99458 -0.26796
C 0.97251 -1.71645 -0.31933
C 1.44596 -0.19831 -0.22577
O 1.93203 0.05746 -1.58247
B 1.64433 1.45134 -2.00519
O 1.04508 2.12550 -0.80411
C 0.39512 1.01251 -0.12606
C 0.03492 1.66628 1.29242
C -1.56676 1.89314 1.26839
O -1.97063 2.80079 0.49736
H -1.66093 -2.19167 1.53792
H -1.60983 -3.57569 0.61351
H -0.84401 -2.68443 -1.16128
H -1.27717 -1.08868 -0.37756
H 1.38813 -2.17746 -1.28808
H 1.44151 -2.28197 0.57321
H 2.18412 -0.02659 0.63105
H 2.62733 2.10482 -2.25340
H 0.83008 1.62312 -2.87151
H -0.52165 0.84076 -0.80053
H 0.33276 1.04656 2.20241
H 0.51882 2.70295 1.39142
H -2.27998 1.21381 1.89584
Ag -3.41841 0.18123 1.22311
*
```

=====

The lowest E belongs to which entry? C22H34F10N2O22PS2

=====

Which value of E does entry 8 give? -688.472135 Ha

=====

Look up the E of the eighth one. -688.472135 Ha

=====

Which value of E does entry 7 give? -3237.279264 Ha